#a
Formula: C21H26N2O5S
Source: the OMol25 dataset
Level of theory: ωB97M-V/def2-TZVPD

Values from the calculation:
E_LUMO = 0.6 eV
charge = 0
SMILES = Cc1ccccc1CS(=O)(=O)Cc1ccc(C(=O)NCCCN2CCCC2=O)o1
HOMO-LUMO gap = 9.31 eV
2S+1 = 1

Atoms and positions in Å:
1 C -2.80576 3.68876 -2.31208
2 C -2.45994 2.28032 -2.68326
3 C -3.07913 1.66812 -3.76425
4 C -2.78420 0.36376 -4.11942
5 C -1.85248 -0.35208 -3.38997
6 C -1.22459 0.24526 -2.31259
7 C -1.51028 1.55649 -1.95457
8 C -0.86287 2.15325 -0.75687
9 S -2.08342 2.14083 0.62539
10 O -3.19847 1.29694 0.30446
11 O -2.37307 3.50035 1.00695
12 C -1.19072 1.38183 2.06905
13 C -1.04924 -0.06112 1.84549
14 C -1.67221 -1.15125 2.39257
15 C -1.12660 -2.28445 1.75340
16 C -0.20973 -1.81335 0.85000
17 C 0.70029 -2.52238 -0.06590
18 O 0.76144 -3.73714 -0.12463
19 N 1.43828 -1.68998 -0.84058
20 C 2.48697 -2.18740 -1.69511
21 C 3.80060 -2.42226 -0.93981
22 C 4.27876 -1.18278 -0.17237
23 N 3.63256 -1.01589 1.10738
24 C 4.00745 -1.82343 2.24760
25 C 2.92524 -1.50095 3.28070
26 C 2.48754 -0.08963 2.89631
27 C 2.77670 -0.02324 1.40682
28 O 2.31960 0.77559 0.60792
29 O -0.17123 -0.45895 0.90524
30 H -3.11222 3.74595 -1.26955
31 H -1.94507 4.34536 -2.44676
32 H -3.61675 4.05810 -2.93460
33 H -3.81421 2.22100 -4.33151
34 H -3.28577 -0.09314 -4.95965
35 H -1.61872 -1.37335 -3.65081
36 H -0.50141 -0.31600 -1.74161
37 H -0.59933 3.19983 -0.87766
38 H -0.00369 1.58189 -0.41764
39 H -0.23604 1.90114 2.10446
40 H -1.79319 1.60658 2.94288
41 H -2.42164 -1.13937 3.15635
42 H -1.36878 -3.31257 1.92530
43 H 1.47410 -0.70823 -0.59801
44 H 2.63808 -1.46578 -2.50143
45 H 2.14492 -3.13607 -2.11632
46 H 3.66020 -3.25142 -0.24536
47 H 4.56612 -2.71098 -1.66053
48 H 5.35829 -1.25541 0.00243
49 H 4.07911 -0.27884 -0.75492
50 H 4.02810 -2.88221 1.98255
51 H 5.00659 -1.53417 2.60107
52 H 3.29543 -1.56913 4.30117
53 H 2.08871 -2.19188 3.16665
54 H 1.44196 0.11674 3.11418
55 H 3.09580 0.67204 3.39009



#b
Formula: C21H26N2O5S
Source: the OMol25 dataset
Level of theory: ωB97M-V/def2-TZVPD

Values from the calculation:
E_LUMO = 0.2 eV
charge = 0
SMILES = CCCN(CCC)S(=O)(=O)c1ccc(C(=O)NCc2ccc3c(c2)OCO3)cc1
HOMO-LUMO gap = 8.42 eV
2S+1 = 1

Atoms and positions in Å:
1 C 4.13871 -6.03511 -2.18919
2 C 3.44945 -4.80135 -2.76380
3 C 2.11226 -4.47612 -2.07114
4 N 2.13908 -3.26751 -1.27589
5 C 2.91882 -3.24625 -0.05781
6 C 2.06104 -3.60470 1.15726
7 C 2.86055 -3.49751 2.44911
8 S 2.14999 -1.82664 -2.11275
9 O 3.46267 -1.23999 -2.16335
10 O 1.44644 -2.02464 -3.34445
11 C 1.13818 -0.83836 -1.01001
12 C 1.66581 0.27409 -0.38492
13 C 0.87422 1.00966 0.48150
14 C -0.44016 0.61902 0.71999
15 C -1.33300 1.35178 1.67272
16 O -2.13954 0.77566 2.37501
17 N -1.15156 2.69305 1.69798
18 C -1.99413 3.56551 2.49390
19 C -3.03939 4.24292 1.64408
20 C -4.08435 3.48981 1.12825
21 C -5.05981 4.05007 0.30885
22 C -4.94592 5.39057 0.03007
23 C -3.89624 6.15414 0.54317
24 C -2.92876 5.60388 1.34696
25 O -4.02162 7.44791 0.11219
26 C -5.18827 7.47904 -0.68245
27 O -5.75565 6.18792 -0.73344
28 C -0.95080 -0.51626 0.09421
29 C -0.16312 -1.24261 -0.77927
30 H 5.07659 -6.21875 -2.70834
31 H 3.50591 -6.91224 -2.30878
32 H 4.35484 -5.91265 -1.13018
33 H 3.27238 -4.96051 -3.82798
34 H 4.10132 -3.93005 -2.67397
35 H 1.80052 -5.29902 -1.42244
36 H 1.33593 -4.30671 -2.81778
37 H 3.77235 -3.92707 -0.13016
38 H 3.31290 -2.23343 0.05549
39 H 1.68167 -4.62134 1.04103
40 H 1.20298 -2.93082 1.19400
41 H 2.23880 -3.75336 3.30307
42 H 3.71320 -4.17266 2.42957
43 H 3.22958 -2.48346 2.58382
44 H 2.68985 0.54611 -0.58868
45 H 1.29165 1.86553 0.99140
46 H -0.58950 3.12727 0.98330
47 H -1.36465 4.30648 2.99362
48 H -2.46934 2.92593 3.24217
49 H -4.14059 2.44090 1.37504
50 H -5.87190 3.46496 -0.08776
51 H -2.12485 6.20591 1.73765
52 H -4.93133 7.80989 -1.70144
53 H -5.91356 8.18392 -0.24495
54 H -1.96556 -0.81363 0.31086
55 H -0.53408 -2.11922 -1.28533



Stability, highest: #a



#a
Formula: C2H2N3O
Source: the OMol25 dataset
Level of theory: ωB97M-V/def2-TZVPD

Values from the calculation:
E_LUMO (alpha / beta) = -9.0 / -9.0 eV
charge = +1
SMILES = [H]/N=C/N=[N+]=C=O
HOMO-LUMO gap (alpha / beta) = 8.42 / 8.42 eV
2S+1 = 1

Atoms and positions in Å:
1 H -1.71442 0.34413 1.26404
2 N -0.80419 0.09861 0.88904
3 C -1.01799 -0.16878 -0.35476
4 N -0.00021 -0.67101 -1.08068
5 N 1.17501 -0.45297 -0.71139
6 C 1.73342 0.31434 0.12116
7 O 2.63839 0.72123 0.65476
8 H -2.01001 -0.18556 -0.78218



#b
Formula: C2H2N3O
Source: the OMol25 dataset
Level of theory: ωB97M-V/def2-TZVPD

Values from the calculation:
E_LUMO = -6.6 eV
charge = +1
HOMO-LUMO gap = 8.04 eV
2S+1 = 1

Atoms and positions in Å:
1 C -1.40839 0.37591 0.72660
2 C -0.61280 -1.39074 -0.67670
3 N -1.82480 1.47398 0.32535
4 N -2.55080 2.17837 -0.14791
5 N -1.45410 -0.53149 -0.46405
6 O 0.16816 -2.22640 -0.50934
7 H -0.67552 0.09200 1.36898
8 H -2.18652 -0.48219 -0.87446



Stability, highest: #a



#a
Formula: C2H2N3O
Source: the OMol25 dataset
Level of theory: ωB97M-V/def2-TZVPD

Values from the calculation:
E_LUMO = -7.4 eV
charge = +1
HOMO-LUMO gap = 7.00 eV
2S+1 = 1

Atoms and positions in Å:
1 C 0.24948 0.85997 0.00774
2 C 1.92716 -0.62477 0.00450
3 N 2.47537 1.37837 0.00817
4 N 1.33834 1.55724 -0.05030
5 N 0.65772 -0.53672 0.01747
6 O 3.00088 -1.00676 0.01577
7 H -0.81396 1.20239 0.09281
8 H -0.19402 -1.25793 -0.09207



#b
Formula: C2H2N3O
Source: the OMol25 dataset
Level of theory: ωB97M-V/def2-TZVPD

Values from the calculation:
E_LUMO (alpha / beta) = -9.2 / -9.2 eV
charge = +1
HOMO-LUMO gap (alpha / beta) = 7.56 / 7.56 eV
2S+1 = 1

Atoms and positions in Å:
1 C -1.82322 1.61526 -0.11338
2 C -1.74401 0.19588 -0.26832
3 N -1.65757 2.71015 0.17659
4 N -2.60988 -0.67554 -0.07511
5 N 0.03722 -0.31507 -0.07143
6 O -3.37947 -1.48764 0.11610
7 H 0.44126 -0.84606 -0.90519
8 H 0.66970 0.54752 -0.10933



Stability, highest: #a



#a
Formula: C3H12NS
Source: the OMol25 dataset
Level of theory: ωB97M-V/def2-TZVPD

Values from the calculation:
E_LUMO = -3.6 eV
charge = +1
HOMO-LUMO gap = 9.10 eV
2S+1 = 1

Atoms and positions in Å:
1 C 1.91730 0.79730 0.93353
2 N 0.96366 1.87220 0.64831
3 H 2.03818 -0.02506 0.13176
4 H 1.49030 0.30755 1.86102
5 H 2.93220 1.06908 1.31879
6 H 1.39513 2.45854 0.01565
7 H 0.05846 1.47994 0.35574
8 H 0.80274 2.36654 1.57429
9 C -2.38071 -0.48768 -0.19618
10 S -0.79917 -0.08239 -1.10331
11 C -0.20348 -1.77091 -1.37642
12 H -2.29813 -0.52569 0.89969
13 H -3.07549 0.40702 -0.42054
14 H -2.79858 -1.49712 -0.57483
15 H -0.03053 -2.24877 -0.32446
16 H 0.83685 -1.67047 -1.74199
17 H -0.84872 -2.45010 -2.00104



#b
Formula: C3H12NS
Source: the OMol25 dataset
Level of theory: ωB97M-V/def2-TZVPD

Values from the calculation:
E_LUMO = -3.7 eV
charge = +1
HOMO-LUMO gap = 8.94 eV
2S+1 = 1

Atoms and positions in Å:
1 C 0.41090 -3.27432 0.12902
2 N 0.76673 -1.87207 0.20497
3 H 0.57188 -3.51831 1.22415
4 H 1.15856 -3.84060 -0.54017
5 H -0.56349 -3.49392 -0.42785
6 H 1.89679 -1.88777 0.26190
7 H 0.43923 -1.23128 -0.61482
8 H 0.38319 -1.25991 0.90976
9 C -1.85671 1.93830 0.40471
10 S -0.42087 1.02299 -0.32904
11 C 0.67793 2.52037 -0.66545
12 H -2.24008 1.33963 1.22054
13 H -1.52891 2.93270 0.88128
14 H -2.59187 2.15650 -0.34831
15 H 1.39723 2.86461 0.19094
16 H 0.21287 3.42540 -0.96778
17 H 1.28661 2.17767 -1.53386



Stability, highest: #a



#a
Formula: C3H12NS
Source: the OMol25 dataset
Level of theory: ωB97M-V/def2-TZVPD

Values from the calculation:
E_LUMO = -3.8 eV
charge = +1
HOMO-LUMO gap = 8.00 eV
2S+1 = 1

Atoms and positions in Å:
1 C 2.44922 1.76677 -1.84372
2 N 1.10531 2.23089 -1.28995
3 H 2.44639 1.03783 -2.61215
4 H 3.02247 2.64548 -2.22285
5 H 3.00847 1.20900 -1.02616
6 H 0.61715 1.55095 -0.73112
7 H 0.58486 2.55665 -2.18410
8 H 1.15578 3.01633 -0.63978
9 C -0.04345 -0.93653 2.10301
10 S -0.75547 -0.72773 0.40719
11 C -2.27051 -1.90407 0.32452
12 H 0.72212 -1.66170 2.07167
13 H -0.93843 -1.24178 2.64587
14 H 0.32436 0.00628 2.47047
15 H -2.04016 -2.81853 0.84272
16 H -2.99733 -1.28273 0.81729
17 H -2.37696 -2.31464 -0.68216



#b
Formula: C3H12NS
Source: the OMol25 dataset
Level of theory: ωB97M-V/def2-TZVPD

Values from the calculation:
E_LUMO = -3.4 eV
charge = +1
HOMO-LUMO gap = 9.54 eV
2S+1 = 1

Atoms and positions in Å:
1 C 0.07204 -2.70085 0.66445
2 N 0.94837 -1.57198 0.31101
3 H -0.27387 -2.62776 1.69446
4 H -0.84149 -2.84086 0.07243
5 H 0.59232 -3.64054 0.46305
6 H 1.80595 -1.67264 0.85682
7 H 0.59032 -0.57196 0.46528
8 H 1.14122 -1.55158 -0.69050
9 C 0.27685 2.23517 0.66936
10 S -0.87569 0.91579 0.20159
11 C -1.24022 1.49943 -1.55973
12 H 0.69233 2.11543 1.67009
13 H -0.18066 3.21506 0.58786
14 H 1.17517 2.28257 0.04284
15 H -1.36475 0.58697 -2.13450
16 H -2.04495 2.19028 -1.33908
17 H -0.47295 2.13747 -1.97542



Stability, highest: #b



#a
Formula: C25H29N3O3
Source: the OMol25 dataset
Level of theory: ωB97M-V/def2-TZVPD

Values from the calculation:
E_LUMO = 0.7 eV
charge = 0
SMILES = Cc1ccc(C)c(OCc2cc(C(=O)NC3CCN(Cc4ccccc4)CC3)no2)c1
HOMO-LUMO gap = 9.27 eV
2S+1 = 1

Atoms and positions in Å:
1 C -9.71586 -2.24742 0.24839
2 C -8.87921 -1.06943 -0.15144
3 C -9.43685 0.04351 -0.75500
4 C -8.63897 1.11943 -1.11238
5 C -7.27683 1.11367 -0.88080
6 C -6.39662 2.26348 -1.25796
7 C -6.71054 -0.01531 -0.26979
8 O -5.35340 0.04856 -0.07370
9 C -4.70757 -1.04898 0.51073
10 C -3.25135 -0.73881 0.56965
11 C -2.54112 0.38685 0.26901
12 C -1.19997 0.01474 0.53941
13 C 0.01475 0.85768 0.37917
14 O -0.03898 2.01332 0.00829
15 N 1.14929 0.20107 0.68600
16 C 2.46474 0.78938 0.58363
17 C 3.30876 0.07168 -0.47067
18 C 4.70405 0.68365 -0.51965
19 N 5.34299 0.56915 0.77834
20 C 6.74201 0.95597 0.72182
21 C 7.53983 -0.01784 -0.10312
22 C 8.46410 0.41905 -1.04096
23 C 9.19806 -0.49209 -1.78163
24 C 9.00924 -1.85015 -1.59607
25 C 8.08516 -2.29408 -0.66409
26 C 7.35805 -1.38370 0.07964
27 C 4.60062 1.31476 1.77544
28 C 3.19817 0.73176 1.92340
29 N -1.14590 -1.22612 0.96298
30 O -2.40969 -1.70120 0.98518
31 C -7.50745 -1.08925 0.08871
32 H -10.75676 -2.09306 -0.02273
33 H -9.35942 -3.15240 -0.24219
34 H -9.65791 -2.40743 1.32455
35 H -10.49860 0.07577 -0.94926
36 H -9.08760 1.98230 -1.58281
37 H -6.97264 3.05115 -1.73573
38 H -5.61440 1.92932 -1.93775
39 H -5.90718 2.66646 -0.37254
40 H -4.85633 -1.96599 -0.08094
41 H -5.08116 -1.23586 1.53073
42 H -2.89766 1.32753 -0.08802
43 H 1.07076 -0.76234 0.97641
44 H 2.30679 1.83221 0.28699
45 H 2.83426 0.15018 -1.44956
46 H 3.39262 -0.98403 -0.20637
47 H 5.31623 0.14981 -1.25023
48 H 4.63130 1.74046 -0.83835
49 H 7.12990 0.94649 1.74664
50 H 6.87063 1.97952 0.32455
51 H 8.61206 1.47913 -1.19347
52 H 9.91578 -0.13951 -2.50806
53 H 9.57910 -2.56079 -2.17653
54 H 7.93403 -3.35369 -0.51674
55 H 6.63185 -1.71805 0.80459
56 H 5.12955 1.23776 2.72916
57 H 4.52629 2.38611 1.51080
58 H 2.64398 1.28733 2.68106
59 H 3.27854 -0.30921 2.24202
60 H -7.08351 -1.96247 0.56127



#b
Formula: C25H29N3O3
Source: the OMol25 dataset
Level of theory: ωB97M-V/def2-TZVPD

Values from the calculation:
E_LUMO = 0.7 eV
charge = 0
SMILES = CCc1ccc(CN2CCC(Oc3ccc(C(=O)NCc4ccccn4)cc3)CC2)o1
HOMO-LUMO gap = 8.91 eV
2S+1 = 1

Atoms and positions in Å:
1 C 6.28058 3.46377 1.90780
2 C 5.19388 2.95439 0.95754
3 C 5.57956 1.65275 0.34305
4 C 6.15859 1.34923 -0.85267
5 C 6.31628 -0.05862 -0.87406
6 C 5.82106 -0.52023 0.31011
7 C 5.70048 -1.90815 0.86286
8 N 4.45359 -2.61989 0.64434
9 C 4.11369 -2.92438 -0.72745
10 C 3.35065 -1.81087 -1.45905
11 C 2.10318 -1.43026 -0.66461
12 O 1.48789 -0.34954 -1.35262
13 C 0.20424 -0.00633 -1.09746
14 C -0.66948 -0.68132 -0.24799
15 C -1.96745 -0.23188 -0.08228
16 C -2.42666 0.89469 -0.75319
17 C -3.81618 1.41284 -0.63209
18 O -4.37425 2.00640 -1.53722
19 N -4.40549 1.21134 0.57242
20 C -5.78261 1.57698 0.82697
21 C -6.69249 0.38112 0.69661
22 C -6.89502 -0.21906 -0.54339
23 C -7.71434 -1.33178 -0.61248
24 C -8.30106 -1.80332 0.55298
25 C -8.03200 -1.13540 1.73669
26 N -7.24575 -0.07488 1.81135
27 C -1.55636 1.55264 -1.62272
28 C -0.26293 1.11813 -1.78716
29 C 2.51206 -1.03409 0.75511
30 C 3.30481 -2.17832 1.40179
31 O 5.37817 0.52078 1.05455
32 H 5.98095 4.41077 2.34975
33 H 6.45015 2.74522 2.70615
34 H 7.21441 3.60956 1.36993
35 H 5.02806 3.68231 0.16224
36 H 4.26172 2.82462 1.51181
37 H 6.43514 2.03898 -1.62370
38 H 6.74009 -0.64601 -1.66344
39 H 6.49551 -2.51832 0.42341
40 H 5.85657 -1.86557 1.94484
41 H 5.03128 -3.16136 -1.26820
42 H 3.48615 -3.82440 -0.71045
43 H 3.97660 -0.92543 -1.56808
44 H 3.06350 -2.15038 -2.45487
45 H 1.42288 -2.29474 -0.63420
46 H -0.35680 -1.56556 0.28518
47 H -2.62689 -0.79959 0.55993
48 H -3.92787 0.68490 1.28466
49 H -5.87349 1.99412 1.83199
50 H -6.04711 2.33019 0.07916
51 H -6.41906 0.18907 -1.42150
52 H -7.89630 -1.82209 -1.55806
53 H -8.94943 -2.66568 0.54260
54 H -8.46156 -1.46127 2.67540
55 H -1.92256 2.41297 -2.16172
56 H 0.41790 1.62526 -2.45230
57 H 3.12082 -0.13207 0.70078
58 H 1.63291 -0.80818 1.36127
59 H 3.63618 -1.88069 2.39816
60 H 2.64052 -3.04563 1.50911



Stability, highest: #b



#a
Formula: C4H2O
Source: the OMol25 dataset
Level of theory: ωB97M-V/def2-TZVPD

Values from the calculation:
E_LUMO (alpha / beta) = -1.9 / -1.9 eV
charge = 0
HOMO-LUMO gap (alpha / beta) = 7.07 / 7.06 eV
2S+1 = 1

Atoms and positions in Å:
1 C 0.71400 1.02535 -1.83672
2 C 1.87985 0.48886 -1.69220
3 C -0.00031 0.62888 -0.70946
4 C 0.65527 -0.38053 -0.02973
5 O 2.28630 -0.26489 -0.82890
6 H -0.93318 0.86227 -0.41480
7 H 0.75331 -0.85110 0.92188



#b
Formula: C4H2O
Source: the OMol25 dataset
Level of theory: ωB97M-V/def2-TZVPD

Values from the calculation:
E_LUMO = 0.6 eV
charge = 0
SMILES = C#CC=C=O
HOMO-LUMO gap = 9.51 eV
2S+1 = 1

Atoms and positions in Å:
1 C 1.75211 0.78823 -0.00641
2 C 0.73698 0.15011 0.01141
3 C -0.43346 -0.63880 0.00115
4 C -1.64529 -0.16158 -0.00191
5 O -2.73821 0.23150 -0.00179
6 H 2.64162 1.34404 0.01023
7 H -0.31374 -1.71350 -0.01268



Stability, highest: #b



#a
Formula: C4H4NO3S2
Source: the OMol25 dataset
Level of theory: ωB97M-V/def2-TZVPD

Values from the calculation:
E_LUMO = 3.2 eV
charge = -1
SMILES = Cc1ncsc1S(=O)(=O)[O-]
HOMO-LUMO gap = 8.58 eV
2S+1 = 1

Atoms and positions in Å:
1 C -0.80155 -0.06536 -1.74268
2 C -0.56763 0.40526 -0.34930
3 N -1.28416 1.48245 0.13504
4 C -1.06343 1.69059 1.37291
5 S 0.04237 0.61355 2.14944
6 C 0.27074 -0.14552 0.57411
7 S 1.74200 -1.39786 0.52163
8 O 1.19556 -2.66137 0.06578
9 O 2.68305 -0.67558 -0.36781
10 O 2.05168 -1.40216 1.94870
11 H -0.97673 -1.11676 -1.80928
12 H -1.80263 0.26626 -2.06927
13 H -0.05712 0.37729 -2.29500
14 H -1.43216 2.62921 1.86574



#b
Formula: C4H4NO3S2
Source: the OMol25 dataset
Level of theory: ωB97M-V/def2-TZVPD

Values from the calculation:
E_LUMO = 3.1 eV
charge = -1
HOMO-LUMO gap = 6.36 eV
2S+1 = 1

Atoms and positions in Å:
1 C -0.42536 -0.92316 -0.81449
2 C -1.18163 -0.75263 0.22587
3 C 1.99230 0.52531 -0.84216
4 C 0.17586 1.05398 0.67831
5 N 0.61041 0.71027 -0.59518
6 O 2.78974 1.07447 -0.16824
7 O 2.28035 -0.32826 -1.80509
8 O -0.97983 0.33366 1.03120
9 S -0.28287 -1.81418 -2.13964
10 S -2.49769 -1.82620 0.72237
11 H 0.98007 0.84007 1.33911
12 H 0.04201 2.22662 0.68194
13 H 1.50539 -0.64657 -2.24616
14 H -2.87281 -1.96582 -0.54388



Stability, highest: #a